A | Computed, not measured: one molecule with the formula C6H14, with ωB97M-V/def2-TZVPD.

Results
HOMO level: -10.981 eV
multiplicity: 1
molecular weight: 86.18 g mol⁻¹
E_LUMO: 1.26 eV
orbital gap: 12.2400 eV

Each line ends with the natural charge from an NBO analysis.
Cartesian coordinates (Å):
C (-1.249, -0.445, -1.630)  -0.39
C (-0.152, -0.964, -0.674)  -0.39
C (1.580, 0.713, 2.152)  -0.60
C (-2.436, 0.132, -0.842)  -0.62
C (1.746, -0.117, 0.876)  -0.40
C (0.741, 0.198, -0.242)  -0.40
H (1.272, 0.455, -1.149)  0.20
H (-2.948, 0.975, -1.301)  0.21
H (0.473, -1.762, -1.064)  0.21
H (2.488, 0.698, 2.754)  0.21
H (1.592, -1.147, 1.151)  0.20
H (0.187, 1.110, 0.001)  0.19
H (-0.724, -1.367, 0.169)  0.19
H (1.515, 1.772, 1.860)  0.19
H (-3.215, -0.623, -0.760)  0.21
H (-1.986, 0.528, 0.035)  0.20
H (2.743, 0.113, 0.519)  0.20
H (-1.522, -1.175, -2.390)  0.20
H (0.668, 0.534, 2.718)  0.20
H (-0.773, 0.372, -2.185)  0.19



B | Computed, not measured: C6H14 as an isolated structure, with ωB97M-V/def2-TZVPD.

Results
HOMO level: -6.401 eV
multiplicity: 1
molecular weight: 86.18 g mol⁻¹
E_LUMO: 0.01 eV
orbital gap: 6.4101 eV

Each line ends with the natural charge from an NBO analysis.
Cartesian coordinates (Å):
C (1.204, -1.127, -1.146)  -0.63
C (0.369, 0.220, 2.200)  -0.69
C (0.882, 0.251, -0.522)  -0.42
C (-0.521, 0.523, -0.146)  -0.14
C (-1.383, 0.633, -1.241)  -0.36
C (-0.720, 0.907, 1.347)  -0.43
H (-0.574, 1.995, 1.463)  0.22
H (1.000, -4.638, -1.821)  0.00
H (1.107, 0.110, 1.153)  0.26
H (-1.762, 0.665, 1.598)  0.20
H (1.004, 1.154, -1.192)  0.18
H (-2.093, 1.465, -1.276)  0.20
H (-1.573, -0.186, -0.152)  0.35
H (0.673, -4.146, -2.279)  0.00
H (0.111, -0.794, 2.444)  0.20
H (1.008, 0.782, 2.864)  0.22
H (-1.379, 0.078, -2.167)  0.22
H (0.962, -1.113, -2.212)  0.19
H (0.442, -1.728, -0.659)  0.20
H (2.198, -1.549, -1.025)  0.22



The structure with the greatest stability is A.



A | Computed, not measured: a 4-piece molecular cluster, C7H13N overall, with ωB97M-V/def2-TZVPD.

Results
HOMO level: -8.845 eV
multiplicity: 1
molecular weight: 111.19 g mol⁻¹
E_LUMO: 1.05 eV
orbital gap: 9.8931 eV

Each line ends with the natural charge from an NBO analysis.
Cartesian coordinates (Å):
N (1.952, -0.735, 1.895)  -0.70
C (-1.371, 1.624, 0.392)  -0.20
C (2.283, -1.065, 0.782)  0.33
C (-1.839, 1.810, -1.019)  -0.65
C (2.189, -0.735, -1.788)  -0.27
C (-1.331, 0.493, 1.095)  -0.18
C (1.685, -0.243, -0.742)  -0.34
C (-1.762, -0.874, 0.663)  -0.65
H (3.073, -2.034, -0.214)  0.02
H (2.158, -1.141, 2.794)  0.41
H (-1.028, 2.195, -1.644)  0.22
H (-2.197, 0.887, -1.472)  0.21
H (-2.141, -0.897, -0.358)  0.21
H (-2.544, -1.254, 1.326)  0.22
H (-1.010, 2.527, 0.876)  0.20
H (-2.646, 2.546, -1.059)  0.22
H (-0.922, -1.571, 0.734)  0.22
H (3.051, -1.895, -1.151)  0.05
H (-0.915, 0.539, 2.097)  0.20
H (0.994, 0.484, -0.364)  0.26
H (2.320, -0.660, -2.845)  0.23



B | Computed, not measured: one molecule with the formula C7H13N, with ωB97M-V/def2-TZVPD.

Results
HOMO level: -7.237 eV
multiplicity: 1
molecular weight: 111.19 g mol⁻¹
E_LUMO: -1.19 eV
orbital gap: 6.0434 eV

Each line ends with the natural charge from an NBO analysis.
Cartesian coordinates (Å):
N (0.798, -1.299, -2.064)  -0.85
C (-0.148, 0.958, -1.813)  -0.62
C (0.051, -0.466, -1.167)  0.00
C (-1.187, -0.568, 0.817)  -0.16
C (-1.096, -1.191, -0.535)  -0.50
C (1.354, 1.291, 1.560)  -0.11
C (-0.002, 1.211, 2.382)  -0.52
C (0.108, 0.062, 1.446)  -0.26
H (0.594, 1.254, -2.574)  0.21
H (0.634, -0.224, -0.394)  0.16
H (-0.936, -2.264, -0.681)  0.22
H (-1.867, -0.991, -1.238)  0.23
H (0.034, 0.825, 3.328)  0.20
H (-2.087, -0.139, 1.183)  0.19
H (-0.098, 1.571, -0.930)  0.22
H (1.267, -2.122, -1.657)  0.36
H (1.548, -0.584, -2.409)  0.35
H (0.779, -0.676, 1.728)  0.25
H (-1.195, 1.075, -2.284)  0.20
H (2.116, 1.741, 2.108)  0.18
H (-0.855, 1.851, 2.124)  0.23



C | Computed, not measured: a 2-piece molecular cluster, C7H13N overall, with ωB97M-V/def2-TZVPD.

Results
HOMO level: -6.169 eV
multiplicity: 1
molecular weight: 111.19 g mol⁻¹
E_LUMO: -3.15 eV
orbital gap: 3.0209 eV

Each line ends with the natural charge from an NBO analysis.
Cartesian coordinates (Å):
N (1.704, -3.510, -0.095)  -0.53
C (-1.540, -0.084, 0.725)  -0.28
C (-0.664, 3.199, 1.452)  -0.39
C (1.132, -2.293, -0.741)  -0.28
C (-1.491, 1.108, -1.459)  -0.30
C (1.453, -1.020, -0.014)  -0.61
C (-1.209, 1.034, -0.102)  -0.13
C (-0.378, 2.215, 0.575)  -0.21
H (1.350, -1.150, 1.088)  0.21
H (-1.098, 1.655, -2.323)  0.22
H (0.693, -0.273, -0.297)  0.22
H (-1.082, -0.328, 1.634)  0.21
H (1.306, -2.229, -1.787)  0.17
H (0.173, 3.722, 1.951)  0.21
H (2.479, -3.650, -0.606)  0.28
H (2.474, -0.809, -0.208)  0.20
H (-2.371, 0.572, -1.796)  0.20
H (-1.686, 3.334, 1.923)  0.21
H (0.073, -2.451, -0.637)  0.18
H (0.728, 1.977, 0.424)  0.21
H (-2.046, -1.020, 0.293)  0.21



D | Computed, not measured: a 3-piece molecular cluster, C7H13N overall, with ωB97M-V/def2-TZVPD.

Results
HOMO level (spin up / spin down): -5.529 / -7.624 eV
multiplicity: 1
molecular weight: 111.19 g mol⁻¹
E_LUMO (spin up / spin down): 0.62 / 0.99 eV
orbital gap (spin up / spin down): 6.1446 / 8.6128 eV

Each line ends with the natural charge from an NBO analysis.
Cartesian coordinates (Å):
N (-2.870, 0.950, -0.047)  -0.83
C (-1.707, 0.950, -0.791)  -0.02
C (-0.361, -0.657, 0.595)  -0.22
C (0.307, -0.734, -0.407)  0.08
C (1.623, -2.060, 1.537)  -0.14
C (1.122, -0.833, -1.600)  -0.71
C (-0.877, 2.186, -0.748)  -0.67
C (2.417, -1.224, 2.185)  -0.54
H (0.030, 2.066, -1.339)  0.21
H (-1.782, 0.406, -1.723)  0.16
H (1.384, -1.876, -1.781)  0.25
H (-0.918, -0.602, 1.498)  0.24
H (-3.410, 0.098, -0.044)  0.38
H (2.341, -0.141, 2.056)  0.19
H (3.198, -1.534, 2.889)  0.20
H (2.048, -0.269, -1.476)  0.24
H (1.690, -3.144, 1.665)  0.16
H (-0.573, 2.424, 0.277)  0.20
H (0.587, -0.447, -2.473)  0.23
H (-2.822, 1.383, 0.866)  0.36
H (-1.427, 3.056, -1.138)  0.20



The structure with the greatest stability is A.



A | Computed, not measured: one molecule with the formula C7H13N, with ωB97M-V/def2-TZVPD.

Results
HOMO level: -9.139 eV
multiplicity: 1
molecular weight: 111.19 g mol⁻¹
E_LUMO: 0.99 eV
orbital gap: 10.1264 eV

Each line ends with the natural charge from an NBO analysis.
Cartesian coordinates (Å):
N (-3.574, -0.271, -0.261)  -0.63
C (-1.522, 0.560, 1.383)  -0.65
C (-0.023, -0.348, -0.435)  -0.12
C (-1.236, -0.098, 0.070)  -0.07
C (1.813, 1.305, -0.389)  -0.59
C (2.305, -1.146, -0.119)  -0.59
C (1.306, -0.027, 0.176)  -0.27
C (-2.411, -0.486, -0.702)  0.12
H (2.781, 1.553, 0.041)  0.21
H (-2.106, -0.116, 2.004)  0.23
H (2.457, -1.251, -1.191)  0.20
H (1.207, 0.071, 1.261)  0.20
H (3.265, -0.928, 0.344)  0.21
H (1.113, 2.105, -0.160)  0.21
H (1.921, 1.240, -1.470)  0.20
H (1.941, -2.094, 0.273)  0.21
H (-2.134, 1.443, 1.211)  0.23
H (0.040, -0.814, -1.412)  0.19
H (-2.193, -0.968, -1.667)  0.15
H (-4.333, -0.578, -0.866)  0.34
H (-0.617, 0.847, 1.908)  0.21



B | Computed, not measured: one molecule with the formula C7H13N, with ωB97M-V/def2-TZVPD.

Results
HOMO level: -8.754 eV
multiplicity: 1
molecular weight: 111.19 g mol⁻¹
E_LUMO: 1.06 eV
orbital gap: 9.8099 eV

Each line ends with the natural charge from an NBO analysis.
Cartesian coordinates (Å):
N (-0.279, 0.708, -0.942)  -0.45
C (1.551, -0.298, 0.477)  -0.45
C (-0.185, -0.761, -1.294)  -0.25
C (1.267, -0.743, -0.930)  -0.40
C (-1.443, 1.300, -0.466)  -0.22
C (-1.292, -0.549, 0.939)  -0.63
C (0.915, 0.940, 1.069)  -0.38
C (-0.607, 0.624, 0.605)  0.00
H (-2.162, -0.171, 1.700)  0.23
H (-1.569, 2.365, -0.457)  0.21
H (-0.460, -1.199, 1.591)  0.22
H (1.262, 2.025, 0.536)  0.25
H (2.609, 0.208, 0.601)  0.23
H (-1.076, -1.518, -0.707)  0.19
H (1.665, -1.172, 1.174)  0.22
H (-1.824, -1.022, -0.157)  0.22
H (0.860, 0.746, 2.246)  0.22
H (-2.455, 0.716, -0.790)  0.17
H (1.532, 0.199, -1.734)  0.22
H (1.755, -1.629, -1.102)  0.20
H (-0.065, -0.768, -2.361)  0.21



The structure with the greatest stability is A.



A | Computed, not measured: C7H13N as an isolated structure, with ωB97M-V/def2-TZVPD.

Results
HOMO level (spin up / spin down): -6.485 / -6.345 eV
multiplicity: 1
molecular weight: 111.19 g mol⁻¹
E_LUMO (spin up / spin down): 1.02 / 0.73 eV
orbital gap (spin up / spin down): 7.5001 / 7.0749 eV

Each line ends with the natural charge from an NBO analysis.
Cartesian coordinates (Å):
N (-1.260, -1.747, 1.780)  -0.85
C (-0.499, -1.128, 0.794)  0.20
C (0.676, 2.311, -0.497)  -0.60
C (0.845, -0.229, -1.720)  -0.68
C (0.207, 0.874, 0.558)  -0.26
C (0.749, -0.434, 1.248)  -0.44
C (-1.297, -0.785, -0.455)  -0.51
C (-0.168, 0.178, -0.673)  0.11
H (0.889, -1.319, -1.832)  0.21
H (-2.264, -0.300, -0.292)  0.19
H (-0.012, 3.072, -0.135)  0.20
H (-0.983, -2.647, 2.147)  0.38
H (-0.583, 1.354, 1.134)  0.20
H (1.692, 2.521, -0.170)  0.20
H (0.650, 2.329, -1.585)  0.21
H (0.591, 0.180, -2.705)  0.22
H (0.883, -0.422, 2.337)  0.22
H (1.853, 0.116, -1.475)  0.21
H (-2.239, -1.505, 1.872)  0.37
H (-1.423, -1.636, -1.140)  0.21
H (1.691, -0.785, 0.809)  0.20



B | Computed, not measured: one molecule with the formula C7H13N, with ωB97M-V/def2-TZVPD.

Results
HOMO level: -7.639 eV
multiplicity: 1
molecular weight: 111.19 g mol⁻¹
E_LUMO: 1.04 eV
orbital gap: 8.6741 eV

Each line ends with the natural charge from an NBO analysis.
Cartesian coordinates (Å):
N (-2.053, -0.262, -1.770)  -0.84
C (0.559, 1.885, 2.445)  -0.40
C (-0.101, 0.750, 2.278)  -0.16
C (-0.347, -0.066, -0.114)  -0.06
C (0.124, -0.364, 1.298)  -0.48
C (0.781, 0.218, -1.068)  -0.44
C (-1.624, -0.259, -0.424)  0.00
C (1.363, -1.078, -1.639)  -0.61
H (1.134, -0.809, 1.313)  0.22
H (-0.346, -1.286, 1.665)  0.21
H (-1.359, -0.439, -2.482)  0.38
H (0.184, 2.620, 3.150)  0.19
H (2.451, -0.989, -1.643)  0.21
H (1.055, -2.006, -1.157)  0.21
H (1.066, -1.215, -2.685)  0.20
H (-1.047, 0.615, 2.792)  0.19
H (-2.368, -0.500, 0.320)  0.19
H (1.501, 2.187, 2.001)  0.19
H (0.495, 0.887, -1.880)  0.21
H (-2.953, -0.642, -1.970)  0.38
H (1.485, 0.752, -0.430)  0.21



The structure with the greatest stability is B.



A | Computed, not measured: one molecule with the formula CH3N3O, with ωB97M-V/def2-TZVPD.

Results
HOMO level: -9.260 eV
multiplicity: 1
molecular weight: 73.06 g mol⁻¹
E_LUMO: 0.09 eV
orbital gap: 9.3517 eV

Each line ends with the natural charge from an NBO analysis.
Cartesian coordinates (Å):
O (-2.028, -0.891, 0.321)  -0.64
N (-0.552, 0.607, -0.712)  -0.29
N (0.236, -0.074, -0.081)  -0.06
N (1.454, 0.411, 0.274)  -0.60
C (-2.053, -0.072, -0.626)  0.39
H (1.770, 1.225, -0.245)  0.37
H (-0.973, -0.896, 0.664)  0.44
H (2.147, -0.311, 0.405)  0.38



B | Computed, not measured: a 2-piece molecular cluster, CH3N3O overall, with ωB97M-V/def2-TZVPD.

Results
HOMO level (spin up / spin down): -9.830 / -9.678 eV
multiplicity: 1
molecular weight: 73.06 g mol⁻¹
E_LUMO (spin up / spin down): -1.29 / -1.43 eV
orbital gap (spin up / spin down): 8.5382 / 8.2488 eV

Each line ends with the natural charge from an NBO analysis.
Cartesian coordinates (Å):
O (1.171, 0.463, 0.294)  -0.26
N (-0.792, 2.794, -0.441)  -0.50
N (-0.226, -1.385, 0.509)  -0.64
N (0.695, -0.628, -0.218)  0.06
C (0.081, 2.116, -0.130)  0.19
H (0.650, -0.707, -1.193)  0.36
H (-0.621, -0.787, 1.230)  0.40
H (-0.957, -1.866, -0.052)  0.39



C | Computed, not measured: a 2-piece molecular cluster, CH3N3O overall, with ωB97M-V/def2-TZVPD.

Results
HOMO level (spin up / spin down): -11.138 / -10.082 eV
multiplicity: 1
molecular weight: 73.06 g mol⁻¹
E_LUMO (spin up / spin down): -1.66 / -2.92 eV
orbital gap (spin up / spin down): 9.4737 / 7.1587 eV

Each line ends with the natural charge from an NBO analysis.
Cartesian coordinates (Å):
O (-0.284, -1.239, -0.174)  -0.25
N (-3.110, 0.808, 0.216)  -0.50
N (0.670, -0.701, 0.475)  0.07
N (1.466, 0.204, -0.286)  -0.70
C (-2.145, 0.275, -0.022)  0.22
H (1.618, -0.248, -1.232)  0.39
H (0.570, -0.311, 1.421)  0.37
H (1.215, 1.212, -0.397)  0.39



The structure with the greatest stability is A.